C33H69N2O9PbPdS3 as an isolated structure, computed with ωB97M-V with the def2-TZVPD basis set.

Values from the calculation:
E_LUMO (alpha / beta), eV: -4.48 / -8.38

The geometry in ORCA input format:
```
! wB97M-V def2-TZVPD RIJCOSX def2/J DEFGRID3
* xyz 2 4
Pd 4.155 2.117 -2.339
Pb 5.897 4.037 0.904
C 1.314 4.153 -0.541
C 2.335 3.305 0.237
C 1.707 1.898 0.410
O 3.525 3.321 -0.492
H 1.100 3.918 -1.583
H 1.747 5.149 -0.635
H 0.339 4.280 -0.071
H 2.475 3.800 1.198
H 2.231 1.424 1.240
H 1.639 1.292 -0.493
H 0.733 2.112 0.850
C -0.887 2.119 -3.783
C -0.802 0.868 -4.874
C 0.559 0.108 -4.622
S 0.977 0.404 -2.829
O 2.251 1.218 -2.785
O 0.977 -0.858 -2.035
C -0.526 1.409 -2.494
H -1.901 2.512 -3.702
H -0.371 2.998 -4.170
H -0.954 1.149 -5.916
H -1.516 0.088 -4.612
H 1.303 0.475 -5.329
H 0.428 -0.947 -4.864
H -0.505 2.020 -1.592
H -1.289 0.634 -2.429
C 3.228 -0.497 3.539
C 3.510 0.379 4.807
C 4.395 1.597 4.474
S 5.531 1.000 3.288
O 6.644 0.399 4.019
O 5.676 1.912 2.140
C 4.444 -0.269 2.657
H 2.323 -0.213 3.002
H 3.235 -1.575 3.701
H 4.152 -0.237 5.437
H 2.604 0.701 5.321
H 4.890 2.246 5.196
H 3.777 2.208 3.816
H 5.107 -1.094 2.398
H 4.129 0.023 1.656
C 4.799 6.842 -5.521
C 4.614 7.185 -4.129
C 3.328 6.413 -3.487
S 3.170 4.859 -4.457
O 1.847 4.987 -5.124
O 3.480 3.726 -3.571
C 4.538 5.258 -5.695
H 5.724 7.286 -5.889
H 4.021 7.383 -6.059
H 4.760 8.225 -3.838
H 5.430 6.697 -3.594
H 2.547 7.107 -3.796
H 3.264 6.370 -2.399
H 4.293 4.943 -6.709
H 5.509 4.875 -5.381
C -0.416 -6.439 1.375
C -0.399 -5.524 2.666
C 0.965 -5.643 3.364
C 2.037 -4.428 3.082
C 1.750 -3.753 1.751
C 0.304 -3.307 1.559
N -0.678 -4.131 2.420
O -1.950 -3.837 2.004
C 0.146 -1.718 2.036
C 0.043 -3.449 0.049
C -1.352 -5.976 3.765
H 0.224 -6.166 0.535
H -1.401 -6.526 0.915
H -0.082 -7.465 1.523
H 0.951 -5.822 4.439
H 1.532 -6.546 3.138
H 3.044 -4.824 2.952
H 2.115 -3.855 4.006
H 2.286 -4.171 0.899
H 2.315 -2.854 1.999
H 0.348 -1.464 3.077
H 0.660 -1.083 1.314
H -0.874 -1.364 1.881
H -1.017 -3.560 -0.180
H 0.504 -2.633 -0.508
H 0.580 -4.321 -0.322
H -2.270 -6.284 3.264
H -1.531 -5.222 4.531
H -0.941 -6.849 4.273
H -2.471 -3.665 2.791
C -2.948 0.965 0.360
C -3.896 -0.279 0.256
C -4.122 -0.823 1.721
C -5.363 -1.743 2.012
C -6.567 -1.070 1.505
C -6.476 -0.655 0.066
N -5.204 0.179 -0.216
O -5.075 0.643 -1.641
C -6.524 -2.027 -0.782
C -7.710 0.238 -0.384
C -3.294 -1.395 -0.684
H -1.866 0.835 0.372
H -3.117 1.556 1.260
H -3.363 1.628 -0.400
H -3.272 -1.439 2.012
H -4.239 0.048 2.367
H -5.456 -1.878 3.090
H -5.370 -2.771 1.651
H -6.885 -0.173 2.037
H -7.437 -1.701 1.690
H -6.342 -1.771 -1.826
H -5.828 -2.822 -0.515
H -7.521 -2.461 -0.709
H -8.698 -0.101 -0.073
H -7.560 1.177 0.148
H -7.748 0.378 -1.464
H -3.619 -2.342 -0.253
H -2.211 -1.512 -0.664
H -3.513 -1.430 -1.751
H -5.110 -0.113 -2.232
*
```